{"formula": "H80O40", "method": "ωB97M-V with the def2-TZVPD basis set", "gap_ev": [8.824, 2.823], "homo_energy_ha": [-0.46455, -0.46455], "multiplicity": 2, "fmax_ev_per_a": 3.703, "lumo_ev": [-3.8, -9.8], "total_charge": 1, "relative_energy_ev": 10.3605, "symbols": ["H", "H", "O", "H", "H", "O", "H", "H", "O", "H", "H", "O", "H", "H", "O", "H", "O", "H", "O", "H", "H", "O", "H", "H", "O", "H", "H", "O", "H", "H", "O", "H", "O", "H", "H", "O", "H", "H", "O", "H", "H", "O", "H", "H", "O", "H", "H", "O", "H", "H", "O", "H", "O", "H", "H", "O", "H", "O", "H", "H", "O", "H", "H", "O", "H", "H", "O", "H", "H", "O", "H", "H", "O", "H", "H", "O", "H", "H", "O", "H", "H", "O", "H", "H", "O", "H", "H", "O", "H", "O", "H", "H", "O", "H", "H", "H", "H", "H", "H", "O", "H", "H", "O", "H", "H", "O", "H", "H", "O", "H", "H", "O", "H", "H", "O", "H", "H", "O", "H", "H"], "positions_angstrom": [[-2.79656, 0.49438, 0.52884], [-2.64582, 0.70085, 2.08543], [-2.88572, 0.03862, 1.37810], [3.75430, 2.90216, -2.65126], [4.00454, 3.41299, -4.04923], [4.42100, 3.36548, -3.19329], [0.36150, -2.79446, -0.35100], [-0.02591, -2.55159, 1.13420], [0.01247, -3.25150, 0.44670], [-4.47483, -0.64462, 4.26629], [-3.91274, -0.52032, 2.72983], [-4.63835, -0.46333, 3.34445], [-0.78172, 6.62295, -1.19666], [-1.62543, 6.42628, 0.13266], [-0.77245, 6.44955, -0.24985], [0.17387, -0.72728, 5.23800], [-0.10364, 0.09883, 5.65532], [-3.32532, 5.82350, 0.32530], [-3.65121, 5.51598, -0.57373], [-3.90675, 0.38868, -2.53997], [-3.38259, 0.24331, -1.13931], [-3.86817, 0.88954, -1.68925], [4.14248, 4.20115, 2.49878], [3.22519, 4.58995, 3.65253], [3.79079, 3.91191, 3.33706], [-6.21907, 2.75193, 0.98534], [-5.40610, 2.67240, -0.25763], [-5.88307, 3.29706, 0.25743], [3.12363, 1.02265, -2.81076], [4.36963, 0.95755, -3.80043], [3.42981, 0.88100, -3.69037], [2.93728, 2.70233, 0.35765], [3.72545, 2.69039, -0.20847], [-0.12866, 4.17760, 0.35295], [-0.20292, 2.65874, -0.25565], [0.31344, 3.41982, -0.02689], [5.88986, 0.02123, 0.86604], [5.93589, 0.05842, -0.61836], [6.27412, -0.47199, 0.09397], [-1.20853, -3.60605, -3.05388], [-2.46967, -3.18071, -2.73052], [-2.10807, -3.90784, -3.28935], [0.81154, -3.75771, -4.36325], [1.31347, -2.45164, -4.54426], [0.73724, -2.89878, -3.89403], [0.96870, -0.21207, -5.76756], [-0.02675, -1.36835, -6.34587], [0.53760, -1.17255, -5.57983], [-0.23316, 2.08047, -3.46302], [-1.93557, 1.83119, -3.19360], [-1.14031, 2.21348, -3.61019], [-3.36495, -4.56110, 0.27981], [-3.84493, -4.78085, -0.54665], [1.52260, -5.94224, -2.94762], [0.84195, -5.21098, -1.97451], [0.64063, -5.55029, -2.89404], [0.33912, 3.61328, -1.64713], [0.85626, 3.76177, -2.52658], [-4.71767, -2.37570, 1.59730], [-5.72644, -2.30811, 2.79599], [-5.50266, -2.74301, 1.99889], [2.74963, 2.27675, -4.60964], [1.39414, 2.80663, -4.57376], [2.21241, 2.88036, -5.12646], [-0.71195, -0.82758, -3.51971], [-1.94206, -1.30664, -4.25200], [-1.65874, -0.63107, -3.57770], [4.59157, 1.02806, 2.45001], [5.41512, -0.36624, 2.62795], [5.48666, 0.57142, 2.47213], [4.43103, -2.28084, 4.75220], [4.05512, -2.97072, 3.19194], [3.83136, -2.61597, 4.04940], [-2.28850, 3.73288, 0.11068], [-2.79275, 4.27165, 1.41877], [-2.01652, 3.79503, 1.03690], [1.58787, -4.58365, 2.49922], [1.43253, -5.04758, 4.11106], [1.10088, -4.89041, 3.25572], [2.16914, 0.36678, 5.54646], [2.30521, 1.46307, 6.37714], [2.36021, 1.29999, 5.37103], [1.40099, -3.49540, 1.62672], [2.56773, -3.20583, 0.66575], [2.22162, -2.84168, 1.48138], [2.64618, -4.13744, -4.17663], [3.76600, -3.75338, -3.22808], [2.82609, -3.90016, -3.26540], [-1.13910, 1.11121, 2.45907], [-1.72740, 1.63335, 3.07692], [1.49532, -0.72699, -0.70419], [2.31114, -2.04815, -0.23031], [1.73602, -1.67554, -0.92201], [-3.29484, -4.84585, -1.32071], [-0.06708, 0.57543, 4.82669], [0.33035, 4.25075, -3.16978], [-4.29433, 4.82621, -0.39137], [4.13877, 3.52442, -0.29487], [-1.36034, 2.46452, 3.37159], [1.96014, 2.03854, 2.90369], [1.08044, 2.31318, 3.24947], [2.73492, 2.63792, 2.93503], [2.40384, -5.39997, -0.78815], [2.64423, -4.51540, -1.09093], [2.90054, -5.65442, 0.00757], [-4.13204, 0.54126, -4.41534], [-3.37667, 0.67652, -5.08753], [-4.02628, -0.44763, -4.33696], [0.82699, -0.71088, 1.76287], [1.03258, -1.37455, 2.49311], [1.64742, -0.13044, 1.82379], [-0.92445, 3.66548, 4.50555], [-1.60391, 3.54840, 5.18483], [-0.25669, 4.13389, 5.10479], [-3.56921, -2.83454, 5.12226], [-3.59286, -2.77414, 4.13681], [-2.92884, -2.11501, 5.04022], [-3.82370, -2.40984, -1.71099], [-4.57190, -2.83576, -2.21752], [-3.88045, -3.02515, -0.97248]], "forces_ev_per_a": [[-0.13, 0.05, 0.63], [-0.69, -0.18, -0.97], [0.52, 0.22, 0.08], [0.46, 0.79, -0.13], [-0.25, 0.53, -0.48], [0.13, -0.43, 0.96], [-0.15, 0.06, 0.89], [-0.31, -0.18, -1.12], [-1.04, -0.07, -0.09], [0.68, -0.11, 0.11], [0.62, -0.08, 0.12], [-1.64, 0.35, 0.17], [-0.62, 0.01, 0.24], [-1.17, 0.17, -0.22], [2.20, -0.20, -0.06], [-0.13, -0.71, 0.84], [0.08, -0.93, -0.65], [-1.16, -0.56, -1.72], [1.01, 0.75, 1.44], [-0.13, 1.00, 0.57], [-0.59, 0.29, -0.41], [0.77, -1.00, 0.01], [0.27, 0.39, -0.32], [-0.76, 1.11, 0.42], [0.92, -1.22, -0.24], [0.01, 0.35, -0.11], [0.65, -1.02, -1.03], [-0.41, 0.59, 1.00], [0.40, 0.13, 1.17], [0.69, 0.34, 0.65], [-1.14, -1.20, -1.61], [0.24, 0.66, -0.27], [-0.67, -2.27, 0.14], [-1.03, -0.06, 0.17], [-1.08, -0.13, 0.74], [2.18, -0.25, -0.49], [0.72, -0.37, -0.47], [0.00, 0.27, -0.78], [-0.60, 0.13, 0.86], [0.25, -1.11, -0.53], [-1.55, -0.14, -0.13], [1.32, 1.36, 0.77], [-1.38, -0.82, 0.76], [0.09, 1.92, 0.06], [0.43, -1.31, -0.35], [-1.49, -3.22, 0.56], [0.27, 0.27, 0.15], [1.50, 3.19, -1.07], [1.03, -0.92, 1.54], [1.55, -0.47, 0.29], [-2.95, 1.41, -1.73], [0.08, -0.56, -1.04], [-0.82, 0.27, 1.33], [0.15, -0.74, -0.68], [-1.10, -0.21, -0.58], [0.85, 1.01, 1.12], [1.28, 1.00, -1.92], [-0.32, -0.61, 0.88], [-0.04, 0.60, 0.37], [0.15, 1.21, 1.02], [-0.12, -1.95, -1.65], [0.48, -0.62, -0.14], [0.78, 0.74, -0.80], [-1.54, -0.18, 0.49], [-0.18, 0.32, 0.00], [0.31, 0.92, 1.01], [-0.08, -1.57, -0.93], [1.51, -1.37, 0.33], [-0.69, -0.35, 0.45], [-1.08, 1.69, -0.33], [0.17, -0.84, -1.79], [1.18, 0.21, 0.27], [-1.45, 0.74, 1.53], [0.05, 0.13, -0.07], [0.93, -0.85, -0.08], [-1.36, 0.63, 0.44], [1.46, -0.64, 1.33], [1.71, 0.18, 0.90], [-2.98, -0.19, -1.68], [-0.08, -0.29, -1.10], [0.29, 0.73, -2.06], [0.14, -0.26, 3.61], [2.14, 2.69, -1.22], [0.32, -0.70, 0.23], [-0.64, -2.73, 1.29], [0.47, -0.44, -0.19], [0.95, 0.37, -0.03], [-0.65, -0.11, 0.12], [-0.12, 1.47, 1.23], [0.34, -2.39, -0.95], [0.67, -1.92, 0.16], [-0.72, 1.55, -0.18], [-0.11, 1.28, -0.88], [0.97, -0.23, 0.00], [-0.33, 1.35, -0.12], [-0.24, -0.04, 0.40], [-0.57, -0.08, 0.22], [0.22, 1.51, 0.01], [0.63, 0.49, -0.23], [-0.89, -1.25, -1.32], [1.74, 0.43, -0.20], [-1.17, 0.48, 0.91], [-0.06, -0.02, 0.09], [0.39, -0.24, 0.29], [-0.17, 0.31, -0.43], [2.09, -1.74, -1.86], [-1.65, 0.36, 1.56], [-0.69, 1.30, 0.04], [1.37, 0.32, 1.84], [-0.29, 1.33, -1.37], [-1.51, -0.62, 0.05], [1.33, 1.54, 2.30], [-0.42, -0.34, -0.36], [-0.84, -0.89, -1.68], [0.74, 1.08, -2.19], [-1.31, -1.46, 0.36], [0.60, 0.37, 1.85], [-1.28, -0.32, -1.42], [0.89, 1.06, 0.35], [0.22, -0.24, 0.76]]}

***

{"formula": "H8IO4", "method": "ωB97M-V with the def2-TZVPD basis set", "gap_ev": [11.820, 6.553], "homo_energy_ha": [-0.42307, -0.41388], "multiplicity": 2, "fmax_ev_per_a": 0.401, "lumo_ev": [0.3, -4.7], "relative_energy_ev": 0.2023, "symbols": ["I", "O", "H", "H", "O", "H", "H", "O", "H", "H", "O", "H", "H"], "positions_angstrom": [[0.25466, 0.31254, 0.64854], [0.85812, -3.09417, 1.72143], [0.80498, -2.14421, 1.61663], [0.35578, -3.44521, 0.98614], [-2.36962, 1.87154, -0.92576], [-2.48951, 2.54541, -0.25661], [-1.65840, 1.32513, -0.59135], [1.96628, 3.46116, 0.53270], [2.07289, 3.59574, -0.40898], [2.03856, 2.51385, 0.64944], [-0.72263, -2.26465, -1.69518], [-0.51704, -1.58775, -1.05037], [-0.59408, -3.08939, -1.22664]], "forces_ev_per_a": [[0.27, -0.04, 0.24], [0.12, -0.24, 0.18], [0.03, 0.22, 0.02], [-0.10, -0.16, -0.11], [-0.30, 0.03, -0.27], [-0.06, 0.24, 0.14], [0.05, -0.06, -0.07], [-0.03, 0.19, 0.16], [0.03, 0.12, -0.27], [0.08, -0.17, 0.11], [-0.02, -0.06, -0.27], [-0.06, 0.18, 0.14], [-0.01, -0.27, -0.01]]}

***

{"formula": "H8KO4", "method": "ωB97M-V with the def2-TZVPD basis set", "gap_ev": 10.344, "homo_energy_ha": -0.52575, "multiplicity": 1, "fmax_ev_per_a": 0.447, "lumo_ev": -4.0, "total_charge": 1, "relative_energy_ev": 1.5373, "symbols": ["K", "O", "H", "H", "O", "H", "H", "O", "H", "H", "O", "H", "H"], "positions_angstrom": [[-18.77325, 15.84690, 16.33722], [-22.09183, 18.70304, 18.36327], [-22.89692, 18.61463, 17.85313], [-22.31456, 19.32313, 19.05761], [-19.77480, 19.12448, 13.25908], [-20.29089, 18.96452, 12.46896], [-20.22884, 19.84188, 13.70115], [-15.98038, 12.97247, 13.68675], [-15.08262, 13.09512, 13.37817], [-16.08171, 12.02340, 13.75909], [-17.58645, 16.41907, 20.83665], [-17.04768, 17.20828, 20.78096], [-18.11844, 16.54659, 21.62211]], "forces_ev_per_a": [[0.02, 0.07, 0.00], [0.30, -0.22, -0.16], [-0.24, -0.01, -0.12], [-0.01, 0.17, 0.22], [0.18, -0.31, 0.27], [-0.09, -0.04, -0.28], [-0.08, 0.27, 0.10], [-0.26, 0.26, 0.19], [0.25, 0.07, -0.11], [-0.04, -0.27, -0.01], [-0.06, -0.16, -0.40], [0.21, 0.19, 0.06], [-0.16, -0.03, 0.25]]}

***

{"formula": "H8MgO12S2", "method": "ωB97M-V with the def2-TZVPD basis set", "gap_ev": 2.913, "homo_energy_ha": -0.03309, "multiplicity": 1, "fmax_ev_per_a": 7.905, "lumo_ev": 2.0, "total_charge": -2, "relative_energy_ev": 9.1414, "symbols": ["Mg", "S", "O", "O", "O", "O", "S", "O", "O", "O", "O", "O", "H", "H", "O", "H", "H", "O", "H", "H", "O", "H", "H"], "positions_angstrom": [[14.03263, -12.63882, 2.55992], [12.78988, -13.91146, 5.80863], [12.54639, -13.19042, 7.09234], [12.08749, -13.24045, 4.76995], [14.12050, -13.84751, 5.30420], [12.36538, -15.30864, 5.72919], [12.55336, -16.89056, 0.67928], [11.47337, -16.41487, -0.21818], [13.33469, -15.75933, 1.23399], [12.02112, -17.73023, 1.77011], [13.45048, -17.73561, -0.06719], [14.24647, -9.63455, 3.46630], [14.94553, -9.02892, 3.71280], [13.44927, -9.23555, 3.81487], [17.04304, -12.95012, 1.45254], [17.59839, -12.32470, 0.98707], [17.62093, -13.68916, 1.64252], [12.80139, -11.11002, -0.25841], [12.25727, -10.33286, -0.38572], [13.08501, -11.35147, -1.14017], [8.94982, -13.85667, 1.97067], [9.38967, -14.32202, 1.25918], [9.61550, -13.77871, 2.65407]], "forces_ev_per_a": [[-1.30, -1.76, 1.73], [-0.83, -2.27, 3.13], [0.62, -0.97, -0.53], [-4.04, 4.12, -5.40], [5.86, 0.87, -0.60], [-0.59, -0.46, 1.53], [-2.18, -1.28, 0.57], [-0.02, 0.67, 0.40], [0.90, 1.69, 0.37], [-0.45, 0.70, 0.17], [2.10, -0.84, -1.60], [0.09, -0.22, -0.40], [0.27, 0.02, 0.10], [-0.37, -0.14, 0.20], [-0.32, 0.26, 0.11], [0.05, 0.21, -0.14], [-0.03, -0.41, 0.15], [0.24, 0.06, 0.29], [-0.22, 0.16, 0.09], [0.07, -0.31, -0.20], [-0.47, 0.41, -0.13], [0.29, -0.38, -0.16], [0.32, -0.15, 0.34]]}

***

{"formula": "H8Na4O5", "method": "ωB97M-V with the def2-TZVPD basis set", "gap_ev": 4.587, "homo_energy_ha": -0.49965, "multiplicity": 1, "fmax_ev_per_a": 2.761, "lumo_ev": -9.0, "total_charge": 2, "relative_energy_ev": 0.5834, "symbols": ["Na", "Na", "Na", "Na", "O", "H", "O", "H", "O", "H", "H", "O", "H", "H", "O", "H", "H"], "positions_angstrom": [[8.28942, -4.03664, 4.58545], [4.79104, -2.50104, 5.13296], [6.86888, -3.73252, 7.78392], [3.83945, -5.34070, 6.88077], [8.09659, -5.84448, 8.37227], [7.60586, -6.29159, 7.65547], [6.00232, -4.71653, 5.67138], [6.05383, -5.47449, 6.28569], [8.48148, -6.29217, 5.55733], [8.12858, -6.99450, 5.01104], [7.77033, -6.07726, 6.16091], [4.78336, -4.14697, 2.78664], [4.10557, -4.70910, 3.16192], [5.47553, -4.13163, 3.44762], [4.50611, -7.75518, 7.11373], [4.22306, -8.56138, 7.54519], [4.53330, -7.97780, 6.18317]], "forces_ev_per_a": [[0.39, -1.03, 0.21], [-0.07, -0.13, -0.50], [1.12, -1.06, 0.96], [0.03, -0.95, 0.26], [-1.75, 1.70, -1.30], [0.36, -0.59, 1.06], [-1.18, 1.39, 0.69], [0.40, 0.31, -0.51], [0.28, 0.65, -1.14], [0.12, -0.47, -0.28], [0.34, -0.02, 0.55], [-0.10, 1.06, 0.31], [-0.23, -0.47, -0.16], [0.38, -0.81, 0.11], [-0.15, 1.18, -0.36], [-0.08, -0.31, 0.42], [0.12, -0.44, -0.32]]}

***

{"formula": "H8Na7O8S", "method": "ωB97M-V with the def2-TZVPD basis set", "gap_ev": 6.983, "homo_energy_ha": -0.91551, "multiplicity": 1, "fmax_ev_per_a": 3.634, "lumo_ev": -17.9, "total_charge": 5, "relative_energy_ev": 0.0000, "symbols": ["Na", "Na", "Na", "Na", "Na", "Na", "Na", "S", "O", "O", "O", "O", "O", "H", "H", "O", "H", "H", "O", "H", "H", "O", "H", "H"], "positions_angstrom": [[-12.44875, 13.02459, 0.72596], [-12.59361, 17.38902, 1.00466], [-13.20729, 17.15936, 4.85140], [-8.17808, 15.34676, 5.32018], [-15.07576, 14.71821, 3.21228], [-11.56875, 14.18237, 5.74306], [-10.12807, 12.67510, 2.97687], [-11.44954, 15.58369, 3.06678], [-10.22794, 15.06610, 3.66087], [-12.56178, 15.10605, 3.89645], [-11.47739, 17.06502, 3.10545], [-11.70483, 15.13711, 1.68181], [-8.55930, 17.82416, 3.85786], [-9.46282, 17.78327, 3.54446], [-8.63695, 17.84780, 4.81161], [-10.62378, 14.76950, -1.04834], [-9.70341, 15.01567, -1.14085], [-10.84018, 14.98620, -0.14145], [-10.95576, 19.20648, 4.80066], [-10.69608, 18.81773, 5.63593], [-10.95124, 18.47469, 4.18366], [-8.57742, 15.39464, 1.34336], [-9.03919, 15.42160, 2.18138], [-8.04416, 16.18952, 1.33751]], "forces_ev_per_a": [[0.00, -0.13, -1.63], [0.37, 0.84, -0.96], [-0.03, 1.48, 0.51], [1.21, 0.55, -0.20], [-0.94, -0.30, 0.08], [-0.25, -0.32, 0.89], [1.18, -0.46, -0.42], [-0.25, 2.91, -2.17], [1.05, -1.70, 0.97], [-2.41, -1.15, 1.80], [-0.35, -1.23, -0.25], [-0.01, -0.80, 0.62], [0.39, -1.51, 0.05], [0.01, 0.36, -0.29], [0.16, 1.03, 0.36], [-1.12, -0.53, 0.46], [0.58, 0.02, -0.29], [0.57, 0.46, 0.05], [-0.90, -0.43, 0.07], [0.32, 0.45, 0.66], [0.12, 0.31, -0.19], [-0.69, -0.56, 0.13], [0.39, 0.34, 0.00], [0.61, 0.38, -0.25]]}